Record 1
# C19H34B3BrI2O9

A molecular structure, C19H34B3BrI2O9 (ωB97M-V with the def2-TZVPD basis set, OMol25).

Geometry as XYZ:
```
68
C19H34B3BrI2O9 | OMol25 | ωB97M-V with the def2-TZVPD basis set
H 1.281 -1.566 -4.243
O 0.191 3.089 -0.320
I -2.356 -7.120 -0.013
C 3.759 -1.379 -1.190
H -0.309 -3.691 -0.277
H -1.709 -1.527 -3.630
H 3.630 -1.192 -2.256
C -0.813 4.109 -0.131
H 4.713 -0.038 0.213
B 2.573 -3.619 -1.678
O 0.843 1.862 -2.088
H -0.375 5.060 -0.447
C -1.061 -4.449 -0.518
H -1.768 6.649 5.359
C -4.147 4.183 6.000
H -0.841 -3.744 -4.249
O 2.558 -4.922 -1.169
C -2.252 5.894 5.976
H -0.040 -1.529 -5.382
C 0.060 2.588 -1.566
C 2.669 -2.370 -0.761
H -1.506 5.137 6.222
H -4.979 4.549 6.595
C 3.951 1.159 -1.390
H -4.108 6.041 4.899
H -2.546 2.914 -0.680
O -4.630 3.349 4.940
C -1.262 4.173 1.304
H 4.897 1.672 -1.220
Br 0.650 -4.176 -6.171
H -0.510 -1.802 -2.377
H -0.528 -5.602 1.188
H -0.516 -0.267 -3.244
C -0.676 -5.770 0.129
I 1.887 -6.991 1.190
H 2.803 1.075 1.123
H 4.722 -1.887 -1.101
H 1.699 -1.863 -0.837
C 0.586 -6.453 -0.458
H 3.135 1.856 -1.244
C 0.192 -3.441 -4.403
H -2.450 4.470 -1.542
O -2.961 4.543 4.084
C 3.821 -0.042 -0.413
C 2.625 0.198 0.502
H 3.942 0.842 -2.430
O -1.087 3.020 -2.136
H -0.443 4.485 1.952
C -0.672 -1.337 -3.353
B 1.163 -4.129 -3.376
O -3.826 2.826 2.905
C -3.412 5.271 5.244
H 2.769 -2.696 0.274
C -1.872 3.656 -1.114
H 1.715 0.377 -0.070
H -1.598 3.195 1.644
H -1.219 -4.536 -1.588
H 2.430 -0.637 1.175
H -2.596 6.367 6.896
O 0.820 -5.315 -2.745
H -2.082 4.880 1.419
H -1.996 -4.098 -0.083
C 0.266 -1.921 -4.413
O 2.357 -3.522 -3.051
H 0.350 -7.417 -0.894
C -3.808 3.504 3.879
H -3.476 3.594 6.630
B 1.372 -5.539 -1.495
```

Record 2
# C23H69N3O12

A molecular structure, C23H69N3O12 (ωB97M-V with the def2-TZVPD basis set, OMol25).

Geometry as XYZ:
```
107
C23H69N3O12 | OMol25 | ωB97M-V with the def2-TZVPD basis set
H 7.519 -16.381 21.814
N 14.602 -10.569 21.403
H 12.031 -13.687 17.321
H 14.796 -13.160 20.921
H 17.080 -13.702 22.450
H 10.134 -14.043 15.665
H 8.485 -13.576 15.622
H 11.728 -9.722 17.238
H 11.255 -10.133 17.188
C 14.025 -7.556 18.389
O 14.391 -8.164 22.490
O 9.887 -13.196 22.096
H 7.284 -13.876 20.430
H 12.866 -15.357 15.876
H 7.055 -16.013 18.928
C 13.472 -10.479 20.584
H 10.269 -11.132 22.363
O 11.628 -11.771 19.971
H 14.357 -7.414 17.361
H 15.795 -11.776 21.528
O 16.629 -13.685 21.602
H 14.524 -9.365 19.028
H 8.866 -16.973 17.164
O 15.963 -9.073 21.761
C 7.633 -16.378 19.777
H 10.014 -9.318 16.266
H 16.541 -9.063 19.900
C 11.346 -12.642 24.238
H 14.320 -14.560 16.046
C 14.016 -10.322 19.149
H 13.214 -6.870 18.633
C 13.353 -14.645 16.542
H 4.228 -15.693 17.817
H 11.483 -7.543 16.576
H 13.488 -12.728 20.589
H 13.742 -8.599 18.532
H 7.075 -15.093 15.698
C 12.790 -11.923 20.816
H 10.860 -12.785 17.471
H 10.278 -13.075 19.146
C 15.535 -12.827 21.650
H 15.468 -6.454 19.060
C 9.339 -14.102 21.177
O 12.304 -11.619 24.035
H 6.362 -18.157 19.838
C 7.208 -16.042 16.217
H 17.621 -8.100 20.825
C 9.598 -11.830 21.862
H 7.272 -20.406 19.855
C 7.403 -17.894 19.651
H 11.751 -13.308 25.000
C 5.018 -15.701 17.065
H 10.636 -8.955 18.388
C 13.755 -7.578 21.367
H 16.197 -8.780 22.644
H 8.213 -20.600 21.352
H 8.492 -14.433 17.965
C 7.800 -14.362 21.258
H 8.644 -16.177 19.425
H 14.769 -9.575 21.469
H 4.661 -16.409 16.318
C 9.303 -13.773 16.316
H 13.473 -15.135 17.508
C 11.645 -8.926 17.977
C 7.549 -19.935 20.798
H 12.302 -11.996 21.788
H 8.569 -11.501 22.002
O 11.924 -7.701 17.414
H 5.058 -14.667 16.722
H 11.296 -13.284 23.358
H 6.680 -19.898 21.454
H 9.221 -12.227 17.981
H 9.548 -13.925 20.122
H 9.229 -16.244 15.745
H 13.194 -10.373 18.435
H 7.415 -18.110 18.583
H 15.131 -12.846 22.662
O 8.106 -18.618 20.646
H 17.692 -9.839 21.096
H 9.722 -11.593 20.805
H 12.332 -9.169 18.788
C 17.021 -9.008 20.877
H 13.754 -6.489 21.401
H 12.930 -12.028 23.432
H 15.322 -10.974 20.822
H 14.788 -11.031 18.851
C 11.330 -13.080 19.431
H 12.799 -9.661 20.841
O 15.197 -7.371 19.142
O 6.317 -16.173 17.429
H 11.496 -13.850 20.184
C 8.633 -16.048 16.636
N 7.310 -15.730 21.071
H 9.931 -14.984 21.424
H 10.408 -12.253 24.636
O 12.716 -13.386 16.720
O 9.732 -11.393 16.276
H 15.087 -8.771 22.225
C 9.853 -12.525 17.144
H 11.858 -13.216 18.487
H 9.544 -9.967 17.794
C 10.194 -10.155 16.940
H 6.899 -16.748 15.446
H 7.430 -13.941 22.193
H 14.350 -7.766 20.473
N 9.140 -14.811 17.289
H 12.711 -7.846 21.206
```

HOMO level? In order: -9.1508, -7.9429 eV.
Kohn-Sham gap? In order: 0.3496, 0.3089 Ha.